Record 1
Entry from OMol25: a 2-piece molecular cluster, C8H15FSi overall in a non-equilibrium geometry (ωB97M-V/def2-TZVPD).

```
25
Properties=species:S:1:pos:R:3:forces:R:3
C 1.118661 3.811581 -0.474033 -0.153 0.790 0.857
C 1.262448 2.570989 -0.870071 1.576 -1.878 -1.052
Si 0.197903 1.467645 -1.905154 -1.790 -0.313 -0.811
F -1.101249 2.356809 -2.362429 0.843 -0.438 0.312
C 0.205712 -0.158086 -2.526442 0.100 0.040 1.247
C 1.146991 -1.272724 -2.161019 3.473 0.190 1.411
H 1.904820 4.339745 0.095079 -0.504 -0.296 -0.514
H 0.173760 4.289569 -0.611101 -0.407 0.587 -0.036
H 2.266779 2.150997 -0.753236 -0.179 -0.118 0.274
H -0.665310 -0.613279 -3.000785 -0.122 0.950 -0.254
H 0.753962 -2.183138 -1.706567 -0.791 0.177 -0.172
H 1.790256 -1.651878 -3.005464 -0.665 0.534 0.523
H 1.937693 -0.975758 -1.321761 -1.398 -0.262 -1.733
C -1.971778 -0.192683 2.198795 -2.205 0.600 -0.341
C -1.076308 -1.043478 1.808857 0.450 -1.847 -1.621
C 0.308644 -1.103612 2.327749 0.582 0.979 3.823
C -1.357168 -2.022147 0.677757 -0.923 -2.253 2.102
H -1.683020 0.495177 2.960761 -0.440 0.675 0.430
H -2.992719 -0.229407 1.709838 1.259 0.387 0.963
H 0.466261 -0.193023 3.066246 -0.509 -1.927 -0.851
H 0.522088 -2.097823 2.922673 -0.200 1.915 -1.375
H 1.081585 -0.832900 1.642828 0.474 -0.669 -1.061
H -2.409239 -2.460091 0.595149 1.112 1.068 0.375
H -1.144071 -1.516243 -0.215418 0.687 0.200 -1.565
H -0.736702 -2.936241 0.907747 -0.271 0.910 -0.931
```
Forces are in eV/Å.

Computed properties:
Net charge   0
Gap between HOMO and LUMO   8.159 eV
SMILES string   C=C/[Si](F)=C\C.C=C(C)C

Record 2
Entry from OMol25: C21H28IN5O8Sr as an isolated structure in a non-equilibrium geometry (ωB97M-V/def2-TZVPD).

```
64
Properties=species:S:1:pos:R:3:forces:R:3
Sr -0.768798 -0.229418 -0.494590 1.372 0.355 0.552
O -4.496761 -0.701487 1.329568 0.106 -0.014 0.059
C -3.337257 -0.314109 1.123225 -0.389 0.154 0.169
O -2.837530 0.118891 0.049415 -2.632 0.272 1.292
C -2.393960 -0.237288 2.349601 -0.415 0.089 -0.057
N -1.018479 -0.706662 2.113451 -0.180 -0.031 0.584
C -1.082842 -2.122615 1.765242 0.044 -0.259 0.091
C 0.208572 -2.756729 1.241103 -0.074 -0.078 0.278
N 0.765905 -2.150674 0.025211 0.838 -0.840 0.255
C 2.210004 -1.964859 0.137784 0.120 0.055 -0.040
C 2.807408 -0.974531 -0.862441 -0.056 -0.036 0.134
N 2.392680 0.403224 -0.661600 0.089 -0.061 -0.246
C 3.209095 1.135678 0.278127 -0.110 -0.021 0.160
C 2.986016 0.753350 1.745506 -0.029 -0.004 -0.150
N 1.577220 0.699188 2.060548 0.131 0.053 0.156
C 1.257147 -0.178813 3.158277 -0.039 -0.050 -0.035
C -0.248315 -0.408768 3.317463 0.189 0.044 -0.005
C 0.967294 2.018660 2.186396 -0.228 -0.162 -0.191
C -0.355163 2.211826 1.381201 0.154 0.512 0.340
O -1.254599 2.832755 1.970220 0.098 -0.070 -0.082
O -0.336791 1.774096 0.202137 0.658 2.934 1.131
C 2.284683 1.126096 -1.922060 -0.151 -0.170 -0.131
C 1.294442 0.461444 -2.917729 0.274 -0.042 -0.284
O 1.585127 0.543037 -4.120854 -0.025 0.097 0.120
O 0.289029 -0.089296 -2.394308 1.739 0.251 -2.422
C 0.464575 -2.972896 -1.149690 -0.170 -0.275 -0.250
C -1.057323 -3.128708 -1.395289 0.039 -0.450 -0.113
O -1.462334 -4.265618 -1.684468 0.054 0.103 0.014
O -1.710646 -2.060843 -1.277670 -0.960 -2.548 -0.819
H -2.859640 -0.770450 3.193853 0.054 -0.065 -0.045
H -2.360879 0.830185 2.577737 0.105 -0.018 0.096
H -1.860235 -2.231882 1.006695 -0.013 -0.108 0.065
H -1.398415 -2.718230 2.643344 -0.034 0.015 -0.034
H -0.012872 -3.818664 1.066546 0.006 0.012 -0.013
H 0.951595 -2.730136 2.041797 0.070 0.000 -0.072
H 2.736200 -2.930610 0.006482 -0.032 0.009 0.015
H 2.429789 -1.616958 1.141080 -0.043 -0.061 0.015
H 2.511050 -1.277582 -1.864917 0.074 -0.013 -0.040
H 3.910203 -1.071346 -0.808358 -0.011 0.006 -0.020
H 2.960926 2.192438 0.162307 0.014 0.008 -0.024
H 4.290168 1.025233 0.053680 0.000 0.066 -0.010
H 3.526715 1.484387 2.378076 0.033 -0.015 -0.010
H 3.445819 -0.216444 1.949008 -0.040 0.003 0.029
H 1.617153 0.224089 4.130600 -0.035 -0.020 0.004
H 1.782034 -1.125073 3.012101 0.011 0.019 -0.029
H -0.661423 0.511407 3.732401 -0.051 -0.014 -0.004
H -0.389068 -1.196481 4.080713 -0.049 0.028 0.011
H 1.656508 2.770072 1.791560 0.021 -0.001 -0.003
H 0.780740 2.273027 3.238757 0.005 -0.019 -0.001
H 3.258290 1.239158 -2.427278 -0.027 0.015 -0.009
H 1.883929 2.122555 -1.712033 0.058 0.014 0.065
H 0.919905 -3.972132 -1.064770 0.001 0.037 0.081
H 0.855112 -2.482827 -2.042941 0.039 0.036 0.031
I -4.420153 -0.732171 -2.424841 -0.122 -0.008 -0.228
C -3.373359 1.029955 -2.839521 0.129 0.189 -0.061
C -4.012852 1.951647 -3.670245 0.020 0.085 0.001
C -3.358182 3.130206 -3.973767 0.000 -0.083 0.052
C -2.093904 3.346473 -3.446047 -0.011 0.044 -0.026
C -1.544775 2.366925 -2.636976 0.047 0.009 0.009
N -2.165277 1.227026 -2.337399 -0.698 0.047 -0.376
H -4.999795 1.737458 -4.053176 -0.003 -0.017 -0.002
H -3.832110 3.868476 -4.610737 0.011 0.005 -0.009
H -1.545120 4.254669 -3.658238 0.032 -0.019 0.032
H -0.566477 2.490670 -2.189269 -0.009 0.010 -0.005
```
Forces are in eV/Å.

Computed properties:
Net charge   -2
Gap between HOMO and LUMO   6.964 eV

Record 3
Entry from OMol25: a 2-piece molecular cluster, C3H9NO2 overall in a non-equilibrium geometry (ωB97M-V/def2-TZVPD).

```
15
Properties=species:S:1:pos:R:3:forces:R:3
C -1.031705 0.728903 1.507411 0.158 1.104 0.047
C -0.404939 1.453073 0.369549 0.024 -2.317 0.385
O -0.684486 2.463813 -0.159715 0.350 0.851 -0.705
N 0.798536 0.736369 -0.183813 -0.782 0.924 -0.597
H -0.310468 0.915107 2.316560 -0.469 -0.393 0.319
H -1.196410 -0.326147 1.323426 0.327 -0.152 -0.136
H 1.083056 1.005457 -1.139650 0.108 -0.041 0.470
H 1.450296 0.232240 0.417304 0.149 -0.024 0.031
H -1.989115 1.206869 1.704540 0.107 0.043 0.281
C -0.085488 -2.305317 -0.661524 -0.292 1.416 -0.696
O 1.320573 -2.393216 -0.798026 -0.029 -0.779 0.531
H 1.705910 -1.647874 -1.235395 0.070 0.322 -0.656
H -0.314589 -2.225504 0.400413 -0.331 -0.392 -0.044
H -0.646844 -3.074179 -1.191295 0.421 -0.550 0.422
H -0.479072 -1.397588 -1.173137 0.190 -0.011 0.348
```
Forces are in eV/Å.

Computed properties:
2S+1   2
Net charge   +1
Gap between HOMO and LUMO (spin up / spin down)   10.462 / 4.917 eV
Expectation value of S²   0.767